DFT (wB97M-V/def2-TZVPD) results for one molecule with the formula C21H14O3.

Each line ends with the natural charge from an NBO analysis.
Geometry (Å):
C1 3.31026 1.80142 -2.10129  -0.194
H1 -1.74838 -1.29137 1.43387  0.226
C2 5.09012 0.89746 -0.14199  -0.157
H2 2.28850 -2.01524 2.62263  0.235
C3 -4.25738 -1.47239 0.48650  -0.297
H3 -0.90330 -0.19335 -1.99561  0.238
C4 -5.79919 0.22415 1.24085  -0.241
O1 1.19048 -0.14218 -2.60129  -0.521
C5 1.57618 -1.64058 1.89984  -0.166
C6 -0.69214 -1.22997 1.20963  -0.186
O2 -2.48921 -0.94702 -0.98505  -0.521
C7 5.39520 2.01811 -0.90389  -0.195
C8 -5.37720 -1.09989 1.21713  -0.189
H4 2.62115 2.12110 -2.87180  0.233
H5 -3.46423 1.55282 -0.81948  0.217
C9 -5.09825 1.17269 0.51136  -0.188
C10 2.01577 -1.07560 0.71326  -0.130
H6 -0.15156 -2.12158 3.07520  0.219
H7 4.75782 3.33484 -2.47216  0.220
C11 -3.55096 -0.51657 -0.23239  0.379
C12 2.98611 0.70155 -1.31566  -0.045
H8 -5.91184 -1.86078 1.77150  0.215
C13 1.10606 -0.61144 -0.24908  -0.064
H9 5.77205 0.51401 0.60564  0.234
O3 4.29789 -1.71312 0.92943  -0.510
C14 -3.98282 0.80663 -0.23185  -0.312
C15 1.69696 -0.03156 -1.50527  0.527
H10 -5.41789 2.20707 0.50046  0.215
H11 6.33286 2.53108 -0.73360  0.220
H12 -1.51206 0.87474 -0.73787  0.188
C16 3.87694 0.25043 -0.34122  -0.147
C17 0.21314 -1.70322 2.14619  -0.186
C18 -1.29973 -0.16844 -0.98682  -0.104
H13 -6.67210 0.49737 1.81859  0.215
C19 4.50869 2.46524 -1.87804  -0.192
C20 3.48673 -0.93974 0.47080  0.551
C21 -0.27249 -0.69486 -0.00576  -0.014
H14 -3.92218 -2.50181 0.45724  0.226

## Properties
Net charge   0
LUMO   -0.75 eV
Spin multiplicity   1
SMILES   O=C1c2ccccc2C(=O)c2c(COc3ccccc3)cccc21
Molecular weight   314.3 g mol⁻¹
HOMO level   -8.825 eV
Max |F|   0.00499 Eh/bohr

DFT (wB97M-V/def2-TZVPD) results for C49H37AsBrF4N3NiP2Se as an isolated structure.

Each line ends with the Mulliken spin population.
Geometry (Å):
C1 2.17438 1.12076 -3.02146  0.001
C2 3.87426 -1.58985 5.76879  0.000
N1 2.65683 1.34808 -0.73174  0.002
H1 3.50668 -6.44652 2.86353  0.000
C3 -0.07012 -3.19420 -0.54089  -0.031
F1 -2.89674 1.21609 4.64762  0.001
C4 5.10308 -7.59647 3.70692  0.000
H2 -2.12424 2.59416 1.71855  -0.004
C5 -3.80916 -0.31322 1.18013  0.012
F2 0.52210 3.67879 6.55371  0.000
H3 1.53295 -2.11704 3.23765  0.005
C6 -4.95136 0.21063 0.58771  -0.003
H4 7.05886 -0.87351 -1.46378  0.001
C7 4.20490 -5.59419 4.71501  0.000
H5 6.65795 -0.38102 0.92939  0.000
H6 7.21107 -1.56502 3.81476  0.000
C8 3.81911 -1.84207 -1.24164  0.015
C9 -1.80954 -1.66413 3.20144  -0.014
C10 -1.18036 -2.87399 2.91642  0.012
C11 4.62212 -1.03896 0.88165  0.017
H7 1.98297 -6.34533 -1.35767  0.001
C12 -0.65049 -4.21539 -1.27929  0.008
Se1 3.97320 2.08840 -1.64977  -0.001
C13 -2.89067 -1.66700 4.09003  0.001
H8 -4.11073 -2.82545 5.40036  0.000
Br1 1.75655 1.36311 2.20789  0.068
H9 -0.67287 -2.32983 -0.28755  0.056
H10 2.00365 -4.55660 2.46248  0.002
C14 6.00305 -7.72775 4.75129  0.000
C15 5.99602 -6.80405 5.78771  0.000
C16 -1.18910 2.40746 5.60252  0.000
C17 5.41090 -2.65352 4.25170  0.001
H11 -1.07241 -4.98221 3.29399  0.000
F3 -2.03468 2.81242 6.52545  0.000
H12 -3.44914 -0.76971 4.29340  0.000
As1 2.92920 -4.12831 4.78468  0.003
C18 6.26724 -1.56357 4.34875  -0.001
H13 5.69470 -3.50643 3.64359  0.000
C19 2.75598 -3.86186 2.83019  0.005
H14 5.09851 -8.32271 2.90213  0.000
C20 -5.08160 1.58220 0.41741  0.011
H15 -4.15968 3.50628 0.67887  0.000
H16 -5.74464 -0.45438 0.26909  0.000
C21 2.36773 -2.40752 2.59684  0.045
Ni1 0.49043 -0.13019 0.76401  1.647
H17 -0.54062 -0.38473 -4.36306  0.000
C22 1.24813 -3.28820 -0.08263  -0.012
C23 -0.76467 1.07663 3.60771  0.004
C24 1.98297 -4.43473 -0.39317  -0.006
C25 1.29689 0.64151 -4.03893  0.006
C26 0.11262 2.85447 5.61994  0.000
C27 -3.27892 -2.84274 4.70692  0.001
C28 5.86297 -0.78861 0.31672  -0.009
H18 3.19906 -1.77014 2.88101  -0.001
C29 0.17071 -0.00369 -3.64219  -0.004
C30 4.20602 -2.67181 4.96127  -0.001
C31 4.21072 -6.52700 3.68455  0.000
H19 4.47670 -0.80212 1.92868  0.005
H20 -5.98227 1.98873 -0.02744  0.000
C32 0.97130 2.45686 4.61318  -0.007
H21 5.10677 -5.02480 6.58175  0.000
C33 -2.62113 -4.03729 4.43716  0.000
C34 -0.10283 -0.18670 -2.26130  0.008
H22 -3.72166 -1.38410 1.32386  0.001
C35 -4.06112 2.43608 0.81908  -0.007
H23 2.95010 -1.60500 6.33584  0.000
N2 3.30255 1.77393 -3.23415  0.003
H24 -2.93286 -4.95220 4.92743  0.000
C36 3.59413 -1.60144 0.11599  0.016
C37 5.05904 -1.57267 -1.80725  -0.006
P1 1.96485 -1.91927 0.87179  0.063
H25 -1.01708 -0.69401 -1.97290  -0.001
C38 5.92546 -0.48251 5.15858  0.000
C39 1.82614 0.89655 -1.64194  0.006
C40 0.52872 1.60049 3.63428  0.028
C41 1.40612 -5.45682 -1.13170  0.002
C42 -2.91650 1.91904 1.40778  -0.007
H26 4.47878 0.33406 6.51670  0.000
C43 -1.57741 -4.05541 3.52786  0.001
H27 6.69463 -6.90673 6.61000  0.000
H28 6.70297 -8.55500 4.76440  0.000
H29 -1.67950 -4.13481 -1.61206  0.001
C44 -1.61224 1.54610 4.60611  -0.001
H30 3.03142 -2.24914 -1.86504  0.002
C45 0.09293 -5.34933 -1.57481  0.000
H31 6.60142 0.35982 5.25187  0.000
H32 -0.35249 -6.15445 -2.14805  0.000
H33 -0.38936 -2.90954 2.19882  0.004
C46 6.08572 -1.06090 -1.02568  0.015
C47 4.73320 -0.49679 5.86835  0.000
N3 0.67104 0.22727 -1.28293  0.016
H34 3.00937 -4.53114 -0.05982  -0.001
C48 5.10174 -5.74168 5.76936  0.000
H35 1.53676 0.79680 -5.08414  0.000
C49 -2.79559 0.54383 1.60637  0.009
F4 2.20447 2.94654 4.58952  0.000
H36 3.70791 -4.09671 2.34835  -0.001
P2 -1.28922 -0.15225 2.34055  0.015
H37 5.22669 -1.78017 -2.85781  0.000

## Properties
Expectation value of S²   2.01
Net charge   +2
LUMO (spin up / spin down)   -6.48 / -7.06 eV
Spin multiplicity   3
Molecular weight   1098.3 g mol⁻¹
HOMO level (spin up / spin down)   -12.390 / -12.394 eV
Energy relative to the best compared isomer or geometry (same formula, charge and spin)   0.000 eV
Max |F|   0.01397 Eh/bohr

DFT (wB97M-V/def2-TZVPD) results for C5H9NO2 as an isolated structure.

Each line ends with the natural charge from an NBO analysis.
Geometry (Å):
N1 0.30919 0.57442 -0.00507  -0.097
H1 1.21674 1.41061 1.68223  0.225
H2 -0.51642 1.07465 1.90675  0.195
H3 1.31666 -2.45911 1.24862  0.238
C1 -0.19005 -1.52507 -0.68232  0.741
C2 0.23849 1.40934 1.18821  -0.455
H4 -0.26099 1.10373 -2.45306  0.196
H5 0.56246 -1.25839 2.29365  0.212
C3 1.17776 -1.38675 1.39781  -0.622
C4 0.53722 -0.78158 0.18029  -0.205
H6 -1.62023 -0.00625 -2.76491  0.192
O1 -1.21546 0.32288 -0.78549  -0.475
H7 -1.95318 1.64079 -2.19865  0.175
C5 -1.25820 0.79933 -2.11580  -0.272
H8 0.04213 2.43586 0.87927  0.217
H9 2.15877 -0.94307 1.58925  0.212
O2 -0.54489 -2.41139 -1.36078  -0.481

## Properties
Net charge   0
LUMO (spin up / spin down)   0.62 / 0.62 eV
Spin multiplicity   1
Molecular weight   115.1 g mol⁻¹
HOMO level (spin up / spin down)   -7.519 / -7.519 eV
Energy relative to the best compared isomer or geometry (same formula, charge and spin)   5.050 eV
Max |F|   0.04155 Eh/bohr

DFT (wB97M-V/def2-TZVPD) results for one molecule with the formula C4H9NO2.

Each line ends with the natural charge from an NBO analysis.
Geometry (Å):
C1 1.15370 -1.79236 -0.47845  -0.624
H1 -1.28896 2.21125 0.02463  0.113
H2 2.05872 -1.30091 -0.80681  0.213
H3 0.68034 2.14376 -0.86788  0.355
H4 -0.70096 -1.29412 0.55976  0.191
H5 0.60782 -2.24648 -1.29388  0.218
C2 0.23749 -0.85549 0.25307  0.096
N1 0.87899 1.18948 -1.14114  -0.829
C3 -0.18248 0.29028 -0.68850  -0.178
H6 0.25785 -0.06402 2.05869  0.479
O1 -2.22641 0.57976 0.53398  -0.530
O2 0.89932 -0.35892 1.39890  -0.733
H7 1.74947 0.95702 -0.67986  0.369
C4 -1.30432 1.10502 -0.03763  0.434
H8 -0.69636 -0.17780 -1.54155  0.204
H9 1.45862 -2.57510 0.22882  0.222

## Properties
Net charge   0
LUMO   0.79 eV
Spin multiplicity   1
SMILES   C[C@@H](O)[C@H](N)C=O
Molecular weight   103.1 g mol⁻¹
HOMO level   -9.581 eV
Energy relative to the best compared isomer or geometry (same formula, charge and spin)   1.730 eV
Max |F|   0.02530 Eh/bohr

DFT (wB97M-V/def2-TZVPD) results for one molecule with the formula C3H2N2O3.

Each line ends with the natural charge from an NBO analysis.
Geometry (Å):
H1 -0.78667 1.89157 -2.50830  0.245
N1 -1.25210 -0.26855 -1.85104  -0.414
C1 0.04647 -0.14384 -0.16747  0.369
C2 -0.58815 0.95509 -1.88333  0.280
O1 0.34971 0.93480 -0.82649  -0.398
O2 1.78537 0.16741 1.51609  -0.301
N2 0.56658 -0.12578 1.30768  0.459
O3 -0.27531 -0.65811 2.20155  -0.367
C3 -0.77214 -0.98804 -0.72452  -0.128
H2 -1.41002 -1.62332 -0.16539  0.253

## Properties
Net charge   0
LUMO   -1.34 eV
Spin multiplicity   1
SMILES   O=[N+]([O-])c1cnco1
Molecular weight   114.1 g mol⁻¹
HOMO level   -10.545 eV
Energy relative to the best compared isomer or geometry (same formula, charge and spin)   6.872 eV
Max |F|   0.12084 Eh/bohr

DFT (wB97M-V/def2-TZVPD) results for a 2-piece molecular cluster, C3H4NO2 overall.

Each line ends with the natural charge from an NBO analysis.
Geometry (Å):
C1 -1.58960 -0.61778 0.57576  0.704
O1 -2.51939 -0.21582 0.07959  -0.253
H1 0.92372 0.40302 -0.05221  0.409
H2 -0.42557 0.63911 -1.02732  0.418
C2 -0.94164 -1.46282 1.37179  -0.174
O2 -1.75806 -3.27103 2.77543  -0.232
N1 -0.05652 0.64900 -0.07715  -0.995
C3 -1.48989 -2.41479 2.10996  0.488
H3 0.10539 -1.44390 1.45944  0.211
H4 -0.07276 1.54914 0.43760  0.424

## Properties
Expectation value of S²   2.01
Net charge   +1
LUMO (spin up / spin down)   -4.75 / -9.35 eV
Spin multiplicity   3
Molecular weight   86.1 g mol⁻¹
HOMO level (spin up / spin down)   -11.239 / -16.782 eV
Energy relative to the best compared isomer or geometry (same formula, charge and spin)   0.965 eV
Max |F|   0.12642 Eh/bohr

DFT (wB97M-V/def2-TZVPD) results for C6H5Br2NO3S as an isolated structure.

Each line ends with the natural charge from an NBO analysis.
Geometry (Å):
S1 -1.71339 0.50947 -0.73861  2.256
H1 0.62319 2.01914 -0.92776  0.252
C1 -0.01774 0.07445 -0.39042  -0.273
Br1 -4.19104 0.81199 0.65342  0.310
O1 -2.22425 -0.34446 -1.76015  -0.900
Br2 -0.97872 -2.50528 0.30977  0.121
N1 -2.58760 0.02138 0.68152  -0.520
C2 0.34080 -1.20514 -0.01377  -0.090
H2 3.69101 -0.84385 -0.03642  0.224
C3 1.68243 -1.53533 0.13057  -0.232
O2 -1.81341 1.91995 -0.90205  -0.914
O3 -1.65467 0.71415 1.89000  -0.599
H3 -2.04050 0.29591 2.66863  0.473
C4 2.64907 -0.58014 -0.12994  -0.168
C5 2.28831 0.70400 -0.51236  -0.212
H4 1.95380 -2.53415 0.43386  0.236
H5 3.04380 1.44512 -0.71837  0.226
C6 0.94890 1.03278 -0.63794  -0.190

## Properties
Net charge   0
LUMO   -0.09 eV
Spin multiplicity   1
Molecular weight   331.0 g mol⁻¹
HOMO level   -9.587 eV
Energy relative to the best compared isomer or geometry (same formula, charge and spin)   0.000 eV
Max |F|   0.08207 Eh/bohr

Q: What is the formula in the second record?
A: C49H37AsBrF4N3NiP2Se

Repeat the seventh record exactly.
DFT (wB97M-V/def2-TZVPD) results for C6H5Br2NO3S as an isolated structure.

Each line ends with the natural charge from an NBO analysis.
Geometry (Å):
S1 -1.71339 0.50947 -0.73861  2.256
H1 0.62319 2.01914 -0.92776  0.252
C1 -0.01774 0.07445 -0.39042  -0.273
Br1 -4.19104 0.81199 0.65342  0.310
O1 -2.22425 -0.34446 -1.76015  -0.900
Br2 -0.97872 -2.50528 0.30977  0.121
N1 -2.58760 0.02138 0.68152  -0.520
C2 0.34080 -1.20514 -0.01377  -0.090
H2 3.69101 -0.84385 -0.03642  0.224
C3 1.68243 -1.53533 0.13057  -0.232
O2 -1.81341 1.91995 -0.90205  -0.914
O3 -1.65467 0.71415 1.89000  -0.599
H3 -2.04050 0.29591 2.66863  0.473
C4 2.64907 -0.58014 -0.12994  -0.168
C5 2.28831 0.70400 -0.51236  -0.212
H4 1.95380 -2.53415 0.43386  0.236
H5 3.04380 1.44512 -0.71837  0.226
C6 0.94890 1.03278 -0.63794  -0.190

## Properties
Net charge   0
LUMO   -0.09 eV
Spin multiplicity   1
Molecular weight   331.0 g mol⁻¹
HOMO level   -9.587 eV
Energy relative to the best compared isomer or geometry (same formula, charge and spin)   0.000 eV
Max |F|   0.08207 Eh/bohr